No. 1
Density functional theory data (ωB97M-V with the def2-TZVPD basis set) for C40H43BrI2N5O3Ti as an isolated structure.

Values from the calculation:
LUMO energy (alpha / beta) in eV: -0.292 / -0.287
Orbital gap (alpha / beta) in eV: 6.811 / 6.833

ORCA input file:
```
! RIJCOSX wB97M-V def2-TZVPD def2/J DEFGRID3
* xyz 0 2
I -1.77 -3.41 -1.97
I -2.98 -0.94 -7.36
Br -1.18 6.62 3.97
Ti 0.07 0.33 -0.33
O 0.02 0.77 1.58
O -0.15 -0.74 -1.82
O -0.47 2.32 0.17
N -1.88 -0.21 0.06
N -1.47 2.62 4.84
N 0.66 -1.54 0.55
N 2.01 1.15 -0.17
N 0.46 1.75 -2.29
C -0.49 -2.03 0.94
C -3.90 -0.92 0.75
C -0.72 -0.78 -2.98
C 3.77 -3.46 0.02
C -0.49 0.21 -3.97
C 2.68 -1.83 -1.51
C -2.24 -1.88 -4.55
C -4.24 2.27 0.34
C -0.81 2.74 2.54
C -3.85 1.20 -0.70
C 2.97 3.35 -0.04
C -2.02 -0.88 -5.48
C 1.50 2.72 -1.97
C 2.18 2.40 -0.66
C 3.53 1.73 1.61
C 2.74 -2.55 -0.18
C -1.47 3.94 4.91
C 1.80 -2.31 0.85
C -2.92 1.83 -1.73
C -1.58 -1.83 -3.35
C 0.56 -1.30 3.60
C -1.13 0.15 -5.19
C 2.30 -2.79 -2.64
C -1.18 4.73 3.80
C 2.73 0.84 0.94
C 1.32 -2.61 3.45
C 3.05 -3.81 2.25
C -1.72 -1.38 0.78
C -1.15 2.04 3.71
C 4.02 -1.15 -1.83
C 2.01 -2.90 2.12
C 3.65 3.04 1.13
C -5.11 0.69 -1.41
C 0.54 1.26 -3.67
C -0.41 1.94 1.38
C 3.91 -4.12 1.22
C 0.43 -3.78 3.89
C -2.98 -1.83 1.22
C -3.19 0.06 0.03
C -0.85 4.14 2.59
H 2.28 2.70 -2.75
H 2.66 -0.19 1.28
H 3.92 -0.53 -2.71
H 1.92 -1.05 -1.45
H 0.97 -4.72 3.82
H 3.07 4.34 -0.48
H -1.17 0.96 3.68
H -5.86 0.34 -0.71
H -1.72 4.38 5.86
H -3.46 2.55 -2.34
H 1.35 -3.28 -2.43
H -4.96 -0.95 0.90
H -0.45 2.20 -2.18
H -2.53 1.05 -2.39
H 2.20 -2.25 -3.58
H -3.16 -2.71 1.81
H -0.53 -3.03 1.37
H 3.05 -3.57 -2.77
H 1.54 0.82 -3.80
H 0.12 -3.63 4.93
H -5.55 1.48 -2.02
H 4.07 1.41 2.49
H 4.47 -3.65 -0.77
H -2.92 -2.70 -4.77
H 4.80 -1.88 -2.02
H -0.43 -1.35 3.16
H -4.88 1.85 1.11
H 4.70 -4.85 1.36
H -0.61 4.74 1.73
H 3.19 -4.29 3.21
H 1.10 -0.47 3.15
H 1.12 3.75 -1.94
H -0.47 -3.86 3.28
H 4.33 -0.52 -0.99
H 2.15 -2.57 4.17
H 0.44 2.09 -4.40
H 4.26 3.77 1.63
H -0.92 0.90 -5.94
H -4.76 3.10 -0.15
H -4.85 -0.14 -2.08
H 0.44 -1.09 4.66
H -2.11 2.34 -1.22
H -3.35 2.66 0.83
*
```

These are the Mulliken partial charges, in e, on atoms 1 to 4:
1. I 0.05
2. I 0.04
3. Br -0.18
4. Ti 0.10

No. 2
Density functional theory data (ωB97M-V with the def2-TZVPD basis set) for C40H43Cl2N6O4S3Ti as an isolated structure.

Values from the calculation:
LUMO energy (alpha / beta) in eV: 3.281 / 3.169
Orbital gap (alpha / beta) in eV: 2.364 / 4.226
Relative energy (zero: lowest compared OMol25 entry of this formula, charge and spin) in kcal per mole: 0.0

ORCA input file:
```
! RIJCOSX wB97M-V def2-TZVPD def2/J DEFGRID3
* xyz -2 4
Ti -0.79 -1.52 -0.36
Cl -2.40 3.47 5.09
Cl -3.69 4.87 -0.01
S 3.64 -4.34 -0.78
S 1.16 -4.11 0.66
S -1.16 -3.62 2.27
O -0.87 -2.90 -2.11
O -0.75 -0.18 1.20
O -1.33 0.00 -1.59
O -0.56 1.67 2.41
N 1.14 -1.26 -1.15
N 3.45 0.19 3.38
N 2.18 -0.98 1.61
N 2.13 -2.22 -1.22
N -4.17 3.48 2.59
N -2.02 -3.28 -3.99
C 3.52 -1.53 1.62
C 0.73 3.57 -1.97
C 0.79 1.11 -1.76
C -0.65 1.12 -1.70
C -0.24 -3.16 0.94
C 2.98 0.01 -2.26
C 2.46 -1.56 -6.43
C 2.42 -0.70 4.03
C 1.43 2.37 -1.89
C -1.94 -2.83 -2.71
C -5.30 0.53 4.54
C 2.73 -3.84 -5.69
C -2.95 -2.13 -0.56
C 2.22 0.43 1.29
C -4.26 2.10 3.03
C -1.36 5.46 1.19
C -2.02 4.20 3.55
C -1.32 2.34 -1.81
C 2.99 -2.84 -6.61
C 2.22 -3.33 -0.58
C -4.57 -0.50 3.95
C -3.55 1.07 2.41
C 1.68 -1.30 -5.30
C 4.40 -0.65 2.56
C -2.58 4.83 1.34
C 1.65 -4.61 -3.61
C -2.94 4.13 2.50
C 1.53 -1.22 2.89
C 1.41 -2.29 -4.38
C -0.65 3.56 -1.94
C -2.62 1.28 1.25
C -3.71 -0.23 2.90
C -3.18 -2.27 -2.06
C -5.13 1.82 4.08
C -1.20 0.92 1.65
C 2.75 1.21 2.51
C -0.80 4.82 3.42
C -0.46 5.45 2.24
C 1.58 -0.09 -1.74
C 1.93 -3.60 -4.55
H 1.28 -0.30 -5.13
H 2.52 2.41 -1.90
H -2.82 -3.02 -4.54
H -1.22 4.48 -2.02
H -4.67 -1.52 4.31
H -2.40 2.30 -1.80
H 2.11 -5.59 -3.71
H 3.97 0.68 4.10
H -1.12 5.92 0.24
H 5.01 -1.23 3.26
H -5.98 0.33 5.36
H 5.03 0.04 2.01
H -0.12 4.80 4.26
H -4.71 3.62 1.75
H -3.67 -1.40 -0.15
H 2.98 -1.49 4.55
H -1.15 -3.44 -4.47
H 3.93 -1.53 0.61
H 1.01 -4.41 -2.76
H 2.87 0.57 0.42
H 3.61 -3.05 -7.47
H 1.23 0.79 1.03
H 1.92 1.62 3.08
H 1.34 -2.29 3.00
H -3.12 -3.08 -0.05
H 0.57 -0.71 2.88
H -3.31 -1.27 -2.51
H 3.02 0.69 -3.12
H 2.67 -0.78 -7.15
H -5.66 2.65 4.53
H 3.47 1.98 2.26
H 3.34 -0.98 -2.55
H 3.71 0.40 -1.52
H -2.90 0.63 0.42
H -2.63 2.30 0.89
H 0.84 -2.06 -3.48
H 1.87 -0.09 4.75
H -4.03 -2.88 -2.39
H 3.16 -4.83 -5.82
H -3.14 -1.04 2.45
H 3.49 -2.56 1.95
H 1.28 4.51 -2.06
H 0.51 5.91 2.12
*
```

These are the Mulliken partial charges, in e, on atoms 1 to 4:
1. Ti -1.46
2. Cl -0.26
3. Cl -0.22
4. S -0.52

No. 3
Density functional theory data (ωB97M-V with the def2-TZVPD basis set) for C40H44As2BrCl2FeN3O4 as an isolated structure.

Values from the calculation:
LUMO energy (alpha / beta) in eV: -4.069 / -3.318
Orbital gap (alpha / beta) in eV: 7.166 / 7.854
Relative energy (zero: lowest compared OMol25 entry of this formula, charge and spin) in kcal per mole: 0.0

ORCA input file:
```
! RIJCOSX wB97M-V def2-TZVPD def2/J DEFGRID3
* xyz 1 2
Br 1.72 6.68 4.11
As -0.93 0.11 -2.64
As -2.28 1.00 0.52
Fe 0.15 -0.01 -0.08
Cl -0.54 -1.64 4.68
Cl 2.24 -1.11 3.94
O 0.72 1.71 0.10
O 0.37 3.87 -0.26
O -0.79 0.99 2.91
O 0.52 -0.41 1.72
N 2.50 2.66 3.80
N -0.39 -2.18 -0.13
N 2.02 -0.77 -0.57
C -0.76 -2.67 1.22
C -2.97 5.03 -0.27
C -0.14 2.93 -2.86
C 0.63 3.99 -3.34
C -4.32 1.13 2.55
C 3.07 0.05 0.06
C 1.39 3.30 1.76
C -2.87 3.65 -0.36
C 0.85 -2.89 -0.52
C -0.81 -2.08 -4.56
C -3.59 0.29 1.74
C 1.31 4.62 2.20
C -2.10 4.96 1.96
C -2.69 0.92 -2.47
C 0.78 2.97 0.44
C -1.98 3.58 1.88
C -1.19 -1.86 -6.92
C -2.36 2.92 0.71
C -3.32 0.65 -1.12
C -0.99 -0.72 -4.40
C 1.66 3.76 -4.22
C -3.86 -1.08 1.72
C 2.00 2.38 2.60
C 1.82 4.92 3.44
C 2.04 -2.12 0.00
C -5.61 -0.75 3.34
C 0.12 1.64 -3.27
C -4.87 -1.59 2.53
C -1.48 -2.60 -1.03
C -0.91 -2.66 -5.82
C -1.37 -0.49 -6.75
C 2.31 -0.81 -2.01
C 1.16 1.41 -4.18
C 0.62 -0.42 4.09
C 0.06 0.12 2.78
C 1.93 2.46 -4.65
C -1.27 0.09 -5.50
C 2.40 3.92 4.21
C -5.33 0.61 3.35
C -2.58 5.69 0.88
H 0.65 0.37 4.83
H 3.00 1.08 -0.29
H -1.80 5.46 2.87
H -3.58 -0.40 -1.02
H -3.31 -1.75 1.09
H -4.24 1.23 -0.97
H 2.98 -2.63 -0.23
H -0.77 -3.72 -5.94
H 1.36 0.41 -4.54
H 4.05 -0.35 -0.18
H -1.10 -3.70 1.13
H -3.21 3.17 -1.26
H -1.58 0.13 -7.61
H -1.58 3.03 2.72
H -2.65 6.76 0.95
H -0.92 3.15 -2.14
H 1.50 -1.29 -2.57
H -2.57 1.97 -2.71
H 2.41 0.21 -2.37
H 2.73 2.27 -5.35
H -5.08 -2.66 2.51
H 0.86 5.37 1.56
H 3.24 -1.35 -2.20
H 2.26 4.58 -4.59
H -3.31 0.47 -3.26
H -3.36 5.60 -1.11
H -4.13 2.20 2.57
H 2.09 1.36 2.28
H 0.85 -3.90 -0.11
H 1.97 -2.02 1.09
H -1.64 -3.68 -0.94
H -1.39 1.16 -5.39
H 0.86 -2.99 -1.61
H 2.79 4.15 5.19
H -1.23 -2.37 -2.06
H -1.27 -2.30 -7.90
H -6.39 -1.14 3.97
H -1.56 -2.06 1.64
H 2.94 0.03 1.14
H -2.40 -2.09 -0.77
H 0.08 -2.63 1.89
H -5.91 1.28 3.98
H 0.42 4.99 -2.99
H -0.59 -2.72 -3.71
*
```

These are the Mulliken partial charges, in e, on atoms 1 to 4:
1. Br -0.16
2. As 1.97
3. As 2.23
4. Fe 1.14